[1]
An isolated molecule of C5H9NO in a non-equilibrium geometry. Source: OMol25; level of theory: ωB97M-V/def2-TZVPD.

XYZ file:
```
16
Properties=species:S:1:pos:R:3:forces:R:3
C -1.7009 -1.1354 -0.0417 -0.115 -0.177 0.041
C -0.5695 -0.2777 -0.5364 -0.168 -0.436 -0.175
C -0.6841 1.2718 -0.4352 -0.112 -0.162 0.189
C 0.6351 1.2265 0.3450 -0.078 -0.436 1.106
C 0.7824 -0.2176 0.1589 0.656 -0.977 -1.493
N 1.7206 -1.0421 0.3985 -0.450 -0.159 -1.081
O 2.9080 -0.2708 0.4837 0.485 -0.037 0.650
H -2.5540 -1.0559 -0.7219 0.035 -0.057 0.112
H -2.0293 -0.8202 0.9556 0.069 -0.061 -0.121
H -1.3841 -2.1787 0.0065 -0.129 0.006 0.032
H -0.2609 -0.5442 -1.5502 -0.390 -0.069 -0.128
H -0.6866 1.7654 -1.4196 0.353 -0.157 0.408
H -1.5201 1.6863 0.1380 0.024 -0.254 -0.131
H 0.3186 0.5501 1.3639 0.416 3.551 -0.436
H 1.4383 1.9824 0.2293 -0.528 -0.630 0.954
H 3.5864 -0.9398 0.6256 -0.069 0.057 0.073
```
Forces are in eV/Å.

As for the SMILES: C[C@H]1CC/C1=N\O. Its relative energy (zero: lowest compared OMol25 entry of this formula, charge and spin) is 113.72 kcal per mole. The total energy is -8864.281 eV.

=====

[2]
A cluster of 2 separate species, C4H6N2O in total in a non-equilibrium geometry. Source: OMol25; level of theory: ωB97M-V/def2-TZVPD.

XYZ file:
```
13
Properties=species:S:1:pos:R:3:forces:R:3
C -0.1870 0.6703 -0.3220 -2.120 -1.111 1.964
C 0.1851 -2.0740 0.6769 -0.986 -1.586 -3.041
C -1.3207 0.3237 0.2387 2.758 2.046 -1.689
C 0.8123 0.6405 -1.3676 0.319 -0.089 -1.550
N -0.4173 1.2092 1.0593 1.757 -2.240 0.630
N 0.2614 -1.6611 1.7727 0.608 2.005 3.107
O 0.0285 -2.6393 -0.3642 0.582 0.953 1.465
H -2.3165 0.2817 -0.0184 -2.016 -0.515 0.025
H 1.0585 -0.3799 -1.7279 -0.312 0.258 0.678
H 1.7528 1.0944 -1.0284 -0.369 0.196 -0.461
H 0.3485 1.0799 -2.2985 0.850 0.139 0.924
H -0.4873 2.1951 1.0863 -0.951 1.435 -0.568
H 0.2818 -0.7406 2.2932 -0.118 -1.490 -1.484
```
Forces are in eV/Å.

As for the SMILES: CC1=CN1.N=C=O. Its relative energy (zero: lowest compared OMol25 entry of this formula, charge and spin) is 105.07 kcal per mole. The total energy is -9268.946 eV.

=====

[3]
A cluster of 2 separate species, C5H15N5 in total in a non-equilibrium geometry. Source: OMol25; level of theory: ωB97M-V/def2-TZVPD.

XYZ file:
```
25
Properties=species:S:1:pos:R:3:forces:R:3
C 3.0751 -1.6275 0.3686 0.282 -0.314 0.383
C 2.8261 0.5468 -0.6896 -0.296 0.402 -0.010
C -1.0021 1.3336 0.8925 0.132 0.050 0.079
C -1.6249 -0.0002 0.5263 -0.418 -0.243 -0.185
C -3.6618 -0.7944 -0.5890 0.009 -0.010 0.265
H 3.8738 -2.2158 0.8579 -0.502 0.185 -0.355
H 2.3015 -1.4251 1.1292 0.262 -0.049 -0.304
H 2.6206 -2.1994 -0.4533 0.118 -0.066 0.222
H 4.6152 -0.3848 -0.3784 -0.114 0.090 0.107
H 3.3699 1.4544 -0.9733 -0.156 -0.163 -0.041
H 1.1792 -0.4162 -0.6354 0.102 0.501 0.040
H -0.2351 1.8335 -0.9140 -0.300 0.212 0.306
H -0.7112 3.1151 -0.0201 0.029 0.223 -0.062
H -1.6102 1.8225 1.6641 0.049 -0.112 -0.148
H 0.0027 1.1714 1.3074 -0.144 -0.095 0.059
H -1.8699 -0.5616 1.4398 0.133 0.049 -0.142
H -0.9235 -0.6304 -0.0645 -0.271 0.346 0.164
H -2.9332 1.1535 -0.6613 0.093 -0.486 0.241
H -4.6017 -0.4801 -1.0563 0.294 -0.051 -0.110
H -2.5773 -2.2147 0.0917 -0.321 0.093 -0.211
N 3.6481 -0.3829 -0.0944 -0.678 0.141 -0.262
N 1.5493 0.5187 -0.8693 1.098 -0.790 0.150
N -0.9770 2.1812 -0.2913 0.344 -0.004 -0.354
N -2.8622 0.2442 -0.2033 0.144 0.023 0.064
N -3.4714 -2.0417 -0.3840 0.112 0.067 0.102
```
Forces are in eV/Å.

As for the SMILES: [H]/N=C\NCCN.[H]/N=C\NC. Its relative energy (zero: lowest compared OMol25 entry of this formula, charge and spin) is 21.59 kcal per mole. The total energy is -12878.282 eV.

=====

[4]
The ion C5H8N with charge +1 in a non-equilibrium geometry. Source: OMol25; level of theory: ωB97M-V/def2-TZVPD.

XYZ file:
```
14
Properties=species:S:1:pos:R:3:forces:R:3
C 2.1685 0.0724 -0.2962 -1.517 -1.560 0.693
C 1.6818 0.5213 0.8289 0.203 0.182 -0.101
C -0.2650 -1.2875 -0.0143 0.147 -0.192 2.556
C 0.8191 -0.3484 0.1051 1.046 0.572 -1.681
C -1.5513 0.8396 0.0056 0.873 1.712 0.236
N -0.5115 0.0088 -0.6473 -1.260 0.006 0.084
H 2.8515 -0.3534 -0.9854 0.923 0.565 -0.383
H 1.8110 1.0815 1.7238 0.150 0.246 0.432
H -0.2866 -2.1807 -0.5920 0.254 -0.363 -0.642
H -0.8465 -1.3362 0.8873 -0.315 -0.538 0.316
H -2.3776 0.2211 0.3672 -0.035 0.277 -0.449
H -1.0281 1.2805 0.9078 -0.783 -0.341 -0.943
H -1.8353 1.7052 -0.6815 0.175 -1.391 0.988
H -0.6300 -0.2242 -1.6089 0.139 0.826 -1.106
```
Forces are in eV/Å.

As for the SMILES: C[N@@H+]1CC12C=C2. As for the charge: +1. Its relative energy (zero: lowest compared OMol25 entry of this formula, charge and spin) is 94.24 kcal per mole. The total energy is -6794.002 eV.

=====

[5]
The ion C6H12NO with charge -1 in a non-equilibrium geometry. Source: OMol25; level of theory: ωB97M-V/def2-TZVPD.

XYZ file:
```
20
Properties=species:S:1:pos:R:3:forces:R:3
C -0.2145 -0.6678 2.6089 0.423 -0.966 0.238
O -0.9337 0.3812 2.9021 -0.486 1.873 0.058
C 0.7289 -0.5797 1.2490 -2.301 2.451 1.829
C 0.8360 0.9582 0.9098 -0.607 -0.790 -1.731
C 0.2370 1.1379 -0.5228 1.838 -2.007 0.533
C 0.5276 0.3002 -1.5315 -0.745 2.124 -0.030
N -0.1739 0.1547 -2.7618 0.185 0.312 -0.286
C -0.7803 -1.1808 -2.8426 -1.612 0.298 -0.962
H -0.9530 -1.5207 2.6742 0.996 -0.720 -0.910
H 0.5927 -0.9105 3.3551 -0.066 -0.130 0.406
H 1.6773 -0.9089 1.5063 1.848 -1.050 0.410
H 0.3079 -1.1444 0.4612 -0.351 -0.496 -0.893
H 1.8798 1.2847 1.0734 -0.517 0.169 -0.337
H 0.1160 1.5267 1.5180 0.540 -0.459 0.550
H -0.6808 1.6403 -0.5119 -1.248 1.031 -0.386
H 1.4039 -0.3107 -1.5086 0.404 -0.563 0.238
H -0.8187 0.9342 -3.0752 1.011 -1.499 1.070
H -0.2089 -2.0373 -2.3916 0.012 1.255 -0.436
H -1.7675 -1.1356 -2.2148 1.253 -0.583 -1.522
H -0.8708 -1.3588 -3.9946 -0.577 -0.250 2.159
```
Forces are in eV/Å.

As for the SMILES: CN/C=C/CCC[O-]. As for the charge: -1. Its relative energy (zero: lowest compared OMol25 entry of this formula, charge and spin) is 48.22 kcal per mole. The total energy is -9951.255 eV.

=====

[6]
A cluster of 2 separate species, C7H7O4S in total in a non-equilibrium geometry. Source: OMol25; level of theory: ωB97M-V/def2-TZVPD.

XYZ file:
```
19
Properties=species:S:1:pos:R:3:forces:R:3
C -1.2224 -0.2470 1.3528 -0.628 -0.569 -0.287
C -0.1669 0.6486 1.3449 0.206 0.204 0.071
C -1.9793 -0.0391 0.1897 -0.804 -1.310 1.758
C -0.2996 1.3513 0.1537 1.314 0.932 1.377
C -3.1813 -0.7777 -0.2244 0.959 0.694 -1.589
C 2.3553 -0.5756 -0.2565 -1.825 -1.291 0.197
C 1.3710 -0.9013 -1.3751 1.306 2.195 -1.202
O 2.0241 2.7478 0.3254 0.105 -0.535 0.727
O -4.0083 -0.4169 -1.0699 0.626 -0.322 1.004
O 0.5898 -1.7981 -1.4780 -0.273 -0.794 0.682
O -1.4263 1.0366 -0.4529 -0.844 -0.215 -1.619
S 0.7671 2.5180 -0.5084 -0.764 0.602 -1.474
H -1.4275 -0.9576 2.1518 -0.078 0.027 -0.427
H 0.6044 0.8484 2.0687 0.026 -0.194 0.001
H -3.1570 -1.8547 0.1060 -0.283 0.761 0.467
H 1.8484 -1.0815 0.6245 1.650 0.488 -0.570
H 2.4987 0.4818 -0.1243 -0.699 0.735 0.273
H 3.3555 -0.8245 -0.6050 0.120 -1.060 0.329
H 1.4545 -0.1584 -2.2232 -0.113 -0.347 0.283
```
Forces are in eV/Å.

As for the charge: -1. Its relative energy (zero: lowest compared OMol25 entry of this formula, charge and spin) is 15.02 kcal per mole. The total energy is -26396.667 eV.

=====

Number 1: Kohn-Sham gap 9.626 eV, E_HOMO -8.59 eV. Number 2: Kohn-Sham gap 9.064 eV, E_HOMO -8.20 eV. Number 3: Kohn-Sham gap 9.087 eV, E_HOMO -8.49 eV. Number 4: Kohn-Sham gap 11.808 eV, E_HOMO -15.12 eV. Number 5: Kohn-Sham gap 5.615 eV, E_HOMO -2.08 eV. Number 6: Kohn-Sham gap 6.475 eV, E_HOMO -2.87 eV.